Below is a single C6H10 molecule, with properties calculated with wB97M-V/def2-TZVPD.

The geometry in XYZ format:
```
16
Properties=species:S:1:pos:R:3:forces:R:3:mulliken_charge:R:1
C -0.12329 -1.17518 -0.38341 0.00 -0.15 -0.07 -0.6848
C -0.80317 -0.60981 0.87359 -0.06 0.01 -0.11 -0.5949
C -1.21032 0.78527 0.39370 0.06 0.10 0.05 -0.7715
C 0.05183 1.48227 -0.13360 0.08 -0.02 0.09 -0.2503
C 1.20116 0.85158 -0.41609 -0.18 0.07 0.07 -0.3363
C 1.30571 -0.65725 -0.43447 -0.02 -0.01 0.00 -0.6558
H -0.61864 -0.66710 -1.21980 -0.04 -0.47 -0.14 0.2839
H -0.24951 -2.24256 -0.56635 0.27 -0.09 0.39 0.3871
H -0.09670 -0.52555 1.71308 -0.08 -0.10 -0.23 0.3016
H -1.63645 -1.23029 1.22063 -0.04 0.24 -0.18 0.2772
H -1.70362 1.42190 1.13687 0.25 -0.14 0.11 0.3882
H -1.97322 0.60781 -0.38289 0.26 0.43 0.00 0.2666
H 0.02384 2.56860 -0.20010 -0.01 -0.13 0.02 0.3665
H 2.10554 1.40824 -0.67025 -0.33 0.05 0.02 0.3660
H 1.91268 -1.01227 0.41216 -0.13 0.01 -0.12 0.2990
H 1.81417 -1.00567 -1.34306 -0.05 0.20 0.09 0.3576
```
Forces are in eV/Å.

## Properties
2S+1: 1
HOMO-LUMO gap in eV: 10.41
ΔE to the lowest compared entry with this formula, charge and spin in kcal/mol: 8.3
Highest occupied orbital energy in eV: -9.18
Structure (SMILES): C1=CCCCC1


Below is 2 unconnected molecules or ions with the total composition C6H10, with properties calculated with wB97M-V/def2-TZVPD.

The geometry in XYZ format:
```
16
Properties=species:S:1:pos:R:3:forces:R:3:mulliken_charge:R:1
C 1.19823 1.14545 1.27844 0.02 0.01 -0.17 -0.7220
C 1.57748 0.13132 -0.96006 0.00 -0.19 0.04 0.0030
C 1.28578 -1.15073 -0.73304 0.04 0.15 -0.02 -0.8823
C -2.11715 -0.86767 -0.44806 -0.03 0.09 0.11 -0.5219
C -2.24672 -0.06134 0.59936 0.01 -0.09 -0.12 -0.4059
C 1.22827 1.23875 -0.05182 0.00 0.00 0.20 -0.0495
H 1.47179 0.22420 1.78754 -0.04 0.12 -0.09 0.2707
H 0.91558 1.98959 1.90117 0.03 -0.11 -0.12 0.2784
H 2.09815 0.40639 -1.87746 -0.08 -0.05 0.12 0.2900
H 1.58436 -1.93383 -1.42482 -0.02 0.15 0.08 0.2601
H 0.71715 -1.45406 0.14315 0.09 0.07 -0.13 0.2420
H -2.54043 -1.86939 -0.45585 0.04 0.14 0.03 0.2326
H -1.57299 -0.56245 -1.33806 -0.09 -0.02 0.14 0.2466
H -2.78245 -0.36762 1.49455 0.06 0.02 -0.13 0.2312
H -1.81398 0.93554 0.60510 -0.06 -0.16 -0.01 0.2219
H 0.99694 2.19586 -0.52013 0.04 -0.13 0.06 0.3051
```
Forces are in eV/Å.

## Properties
2S+1: 1
HOMO-LUMO gap in eV: 10.15
ΔE to the lowest compared entry with this formula, charge and spin in kcal/mol: 47.4
Highest occupied orbital energy in eV: -9.08
Structure (SMILES): C=CC=C.C=C


Below is a single C6H10 molecule at a distorted geometry, with properties calculated with wB97M-V/def2-TZVPD.

The geometry in XYZ format:
```
16
Properties=species:S:1:pos:R:3:forces:R:3:mulliken_charge:R:1
C -0.19445 -1.28689 -0.31643 0.94 0.18 0.10 -0.7236
C -0.93167 -0.60752 0.84115 0.36 0.12 0.01 -0.6280
C -1.15306 0.82877 0.36120 -0.07 0.07 0.06 -0.5852
C 0.07815 1.43611 -0.26103 0.09 0.24 0.22 -0.4617
C 1.28209 0.85455 -0.31765 -0.61 0.00 -0.18 -0.2299
C 1.39566 -0.64470 -0.42682 -1.22 -0.36 -0.16 -0.5829
H -0.79173 -0.99699 -1.21422 1.06 0.00 0.12 0.2968
H -0.25476 -2.38513 -0.33271 0.54 0.30 0.39 0.3972
H -0.24100 -0.66448 1.68421 -0.15 0.36 0.28 0.3033
H -1.89493 -1.02758 1.19248 0.52 -0.16 -0.54 0.2986
H -1.36090 1.49602 1.20764 -0.18 -0.11 -0.03 0.3252
H -2.04262 0.88045 -0.28617 0.23 -0.06 0.01 0.2967
H -0.01331 2.48310 -0.53238 0.15 0.23 0.56 0.3602
H 2.15729 1.52092 -0.23250 -0.18 -0.62 -0.87 0.3551
H 2.36975 -0.92355 0.08406 -1.75 -0.74 0.34 0.2915
H 1.59549 -0.96308 -1.45087 0.27 0.56 -0.30 0.2867
```
Forces are in eV/Å.

## Properties
2S+1: 1
HOMO-LUMO gap in eV: 9.79
ΔE to the lowest compared entry with this formula, charge and spin in kcal/mol: 32.5
Highest occupied orbital energy in eV: -8.63
Structure (SMILES): C1=CCCCC1


Below is a single C6H10 molecule at a distorted geometry, with properties calculated with wB97M-V/def2-TZVPD.

The geometry in XYZ format:
```
16
Properties=species:S:1:pos:R:3:forces:R:3:mulliken_charge:R:1
C 1.87534 -0.23215 0.26839 0.03 -0.03 -0.08 -1.4671
C 0.43278 0.03637 -0.07010 0.24 -0.14 -0.14 0.8685
C -0.08312 1.43688 0.00751 0.06 0.18 -0.12 -0.7421
C -0.73533 0.38254 0.84193 0.32 -0.34 0.07 -0.2774
C -1.72109 -0.36548 -0.06422 -0.02 -0.11 0.00 -0.6790
C -0.48746 -0.90764 -0.83568 0.09 -0.14 -0.38 -0.5398
H 2.24943 0.41941 1.07065 -0.22 -0.12 -0.14 0.3199
H 2.47750 -0.01126 -0.62035 0.09 -0.09 0.11 0.3194
H 2.07725 -1.27057 0.55754 -0.16 0.11 -0.04 0.3469
H 0.54532 2.16422 0.51352 0.04 -0.20 -0.13 0.2783
H -0.62466 1.82447 -0.85340 -0.14 0.13 0.30 0.1695
H -0.51127 0.13638 1.86305 -0.72 0.76 0.65 0.3502
H -2.35973 -1.11139 0.41612 0.26 0.00 -0.09 0.2965
H -2.36858 0.29168 -0.66262 0.19 -0.06 0.31 0.2242
H -0.46197 -0.85577 -1.92583 -0.15 -0.11 -0.10 0.2806
H -0.30440 -1.93767 -0.50651 0.11 0.15 -0.21 0.2515
```
Forces are in eV/Å.

## Properties
2S+1: 1
HOMO-LUMO gap in eV: 10.05
ΔE to the lowest compared entry with this formula, charge and spin in kcal/mol: 36.4
Highest occupied orbital energy in eV: -8.88
Structure (SMILES): C[C@@]12CC[C@@H]1C2


Below is a single C6H10 molecule, with properties calculated with wB97M-V/def2-TZVPD.

The geometry in XYZ format:
```
16
Properties=species:S:1:pos:R:3:forces:R:3:mulliken_charge:R:1
C -0.12777 -1.17001 -0.39074 0.00 -0.16 -0.05 -0.6818
C -0.80666 -0.60607 0.86667 -0.05 0.02 -0.08 -0.5969
C -1.21476 0.78918 0.39016 0.05 0.11 0.08 -0.7725
C 0.04865 1.48985 -0.12693 0.11 -0.04 0.04 -0.2513
C 1.19748 0.85760 -0.40919 -0.21 0.10 0.07 -0.3346
C 1.30106 -0.65067 -0.43394 -0.03 -0.01 -0.01 -0.6570
H -0.62459 -0.66470 -1.22755 -0.03 -0.46 -0.15 0.2845
H -0.25043 -2.23817 -0.56820 0.27 -0.10 0.36 0.3826
H -0.09269 -0.51687 1.69931 -0.09 -0.11 -0.20 0.3012
H -1.63618 -1.22705 1.22433 -0.02 0.25 -0.21 0.2795
H -1.70890 1.41891 1.13730 0.23 -0.11 0.12 0.3886
H -1.97639 0.61653 -0.38912 0.27 0.43 0.01 0.2674
H 0.02519 2.57668 -0.19293 -0.03 -0.15 0.03 0.3669
H 2.10178 1.41373 -0.66279 -0.32 0.06 0.03 0.3665
H 1.89894 -1.01062 0.41710 -0.11 0.01 -0.14 0.2972
H 1.81661 -0.98995 -1.34184 -0.05 0.17 0.10 0.3597
```
Forces are in eV/Å.

## Properties
2S+1: 1
HOMO-LUMO gap in eV: 10.41
ΔE to the lowest compared entry with this formula, charge and spin in kcal/mol: 8.0
Highest occupied orbital energy in eV: -9.18
Structure (SMILES): C1=CCCCC1


Below is a single C6H10 molecule at a distorted geometry, with properties calculated with wB97M-V/def2-TZVPD.

The geometry in XYZ format:
```
16
Properties=species:S:1:pos:R:3:forces:R:3:mulliken_charge:R:1
C 0.22591 1.56633 -0.89797 0.13 -0.73 0.01 -1.3108
C 0.07132 0.14239 -0.38922 -1.63 0.43 0.46 0.8516
C 0.53676 -0.18879 0.82029 2.36 -1.04 0.29 -0.2760
C 1.71417 0.41635 1.55416 -0.36 0.86 -1.04 -1.1804
C -1.62986 -1.69904 -0.31312 0.69 -0.23 -0.35 -0.7063
C -1.15343 -0.56692 -0.85429 -0.48 -0.15 0.44 -0.3555
H -0.50807 2.22969 -0.43597 -0.11 -0.18 0.17 0.2699
H 0.01739 1.61319 -1.96588 0.59 0.15 -0.10 0.3661
H 1.20206 1.90670 -0.57039 0.11 0.43 -0.70 0.3701
H 0.31040 -1.12352 1.32155 -0.86 -0.08 -0.37 0.2112
H 1.38146 0.75481 2.53090 0.27 0.07 0.24 0.2822
H 2.10360 1.25077 0.97666 0.01 0.40 0.32 0.2846
H 2.58149 -0.23805 1.63320 -0.31 -0.47 0.26 0.3149
H -0.95737 -2.50412 -0.04381 0.15 0.28 0.92 0.3237
H -2.66412 -1.84418 -0.05353 -0.47 -0.36 -1.08 0.2390
H -1.83403 -0.03438 -1.51515 -0.09 0.63 0.53 0.3157
```
Forces are in eV/Å.

## Properties
2S+1: 1
HOMO-LUMO gap in eV: 8.87
ΔE to the lowest compared entry with this formula, charge and spin in kcal/mol: 47.9
Highest occupied orbital energy in eV: -8.12
Structure (SMILES): C=C/C(C)=C/C


The highest highest occupied orbital energy belongs to which entry? number 6


The highest ΔE to the lowest compared entry with this formula, charge and spin belongs to which entry? number 6


What did the first record say?
Below is a single C6H10 molecule, with properties calculated with wB97M-V/def2-TZVPD.

The geometry in XYZ format:
```
16
Properties=species:S:1:pos:R:3:forces:R:3:mulliken_charge:R:1
C -0.12329 -1.17518 -0.38341 0.00 -0.15 -0.07 -0.6848
C -0.80317 -0.60981 0.87359 -0.06 0.01 -0.11 -0.5949
C -1.21032 0.78527 0.39370 0.06 0.10 0.05 -0.7715
C 0.05183 1.48227 -0.13360 0.08 -0.02 0.09 -0.2503
C 1.20116 0.85158 -0.41609 -0.18 0.07 0.07 -0.3363
C 1.30571 -0.65725 -0.43447 -0.02 -0.01 0.00 -0.6558
H -0.61864 -0.66710 -1.21980 -0.04 -0.47 -0.14 0.2839
H -0.24951 -2.24256 -0.56635 0.27 -0.09 0.39 0.3871
H -0.09670 -0.52555 1.71308 -0.08 -0.10 -0.23 0.3016
H -1.63645 -1.23029 1.22063 -0.04 0.24 -0.18 0.2772
H -1.70362 1.42190 1.13687 0.25 -0.14 0.11 0.3882
H -1.97322 0.60781 -0.38289 0.26 0.43 0.00 0.2666
H 0.02384 2.56860 -0.20010 -0.01 -0.13 0.02 0.3665
H 2.10554 1.40824 -0.67025 -0.33 0.05 0.02 0.3660
H 1.91268 -1.01227 0.41216 -0.13 0.01 -0.12 0.2990
H 1.81417 -1.00567 -1.34306 -0.05 0.20 0.09 0.3576
```
Forces are in eV/Å.

## Properties
2S+1: 1
HOMO-LUMO gap in eV: 10.41
ΔE to the lowest compared entry with this formula, charge and spin in kcal/mol: 8.3
Highest occupied orbital energy in eV: -9.18
Structure (SMILES): C1=CCCCC1


Look up the ΔE to the lowest compared entry with this formula, charge and spin of the second one. 47.4 kcal/mol